[1]
The following is a quantum chemistry calculation of a 19-piece molecular cluster, C56H160N14O19 overall, from the Open Molecules 2025 dataset.

Last column: Löwdin charge in e.
CARTESIAN COORDINATES (ANGSTROEM)
C (12.81153, 21.34227, 13.14661)  -0.067
C (12.35008, 22.72489, 13.51277)  -0.421
C (11.25286, 23.30961, 12.58212)  -0.188
O (10.13797, 22.43964, 12.75404)  -0.235
C (8.96624, 22.76510, 11.94914)  -0.064
N (11.86433, 22.67942, 14.90077)  0.019
H (11.93179, 20.65416, 13.12878)  0.095
H (13.49046, 21.01665, 13.94457)  0.053
H (13.33189, 21.27884, 12.19731)  0.078
H (13.18658, 23.43813, 13.54657)  0.140
H (11.52674, 23.29675, 11.53798)  0.122
H (11.02485, 24.28141, 13.00937)  0.116
H (8.69432, 23.74920, 12.31033)  0.074
H (8.28800, 21.97449, 12.27958)  0.094
H (9.09745, 22.90992, 10.86043)  0.091
H (10.95404, 22.25572, 14.96801)  0.070
H (11.74058, 23.64688, 15.27397)  0.106
C (16.01169, 23.63985, 18.74009)  -0.041
C (16.50386, 22.48463, 17.89854)  -0.421
C (17.99437, 22.51132, 17.61258)  -0.186
O (18.35820, 23.73617, 16.89228)  -0.206
C (19.76224, 23.96815, 16.99747)  -0.108
N (16.25109, 21.11462, 18.43065)  0.072
H (14.95334, 23.50045, 18.97710)  0.064
H (16.12739, 24.60932, 18.23593)  0.085
H (16.57288, 23.62405, 19.66876)  0.084
H (16.01479, 22.51925, 16.90432)  0.113
H (18.30325, 21.61940, 17.05453)  0.108
H (18.54357, 22.51736, 18.56069)  0.118
H (19.91021, 24.78995, 16.31721)  0.083
H (20.32382, 23.04575, 16.78096)  0.076
H (20.03092, 24.28819, 18.01778)  0.091
H (16.77398, 21.03094, 19.30160)  0.051
H (15.30034, 20.94876, 18.72790)  0.028
C (14.11567, 10.15946, 12.52218)  -0.056
C (15.02595, 11.05470, 13.38316)  -0.446
C (16.50762, 10.96533, 12.94586)  -0.175
O (17.24801, 11.88736, 13.74708)  -0.204
C (18.05131, 12.72452, 12.98455)  -0.119
N (14.46604, 12.37116, 13.37282)  0.042
H (13.08530, 10.22356, 12.86132)  0.075
H (14.41357, 9.12334, 12.56553)  0.068
H (14.12090, 10.49732, 11.47881)  0.079
H (14.96647, 10.80816, 14.43380)  0.114
H (16.56720, 11.23972, 11.90530)  0.116
H (16.87586, 9.94981, 13.11663)  0.124
H (18.71573, 12.22096, 12.27426)  0.072
H (18.62206, 13.32356, 13.69126)  0.086
H (17.38628, 13.43184, 12.48116)  0.089
H (14.46949, 12.77899, 12.45290)  0.072
H (14.99701, 12.96554, 13.99489)  0.059
C (22.77585, 13.51788, 14.80615)  -0.064
C (22.69717, 12.64394, 16.05791)  -0.449
C (21.71527, 11.54070, 15.82267)  -0.168
O (21.80415, 10.51148, 16.85487)  -0.206
C (20.88420, 9.48795, 16.77657)  -0.113
N (24.02043, 12.04417, 16.16815)  0.048
H (23.54895, 14.28307, 14.91022)  0.084
H (21.82436, 13.91893, 14.53321)  0.050
H (23.10087, 12.85918, 13.99408)  0.072
H (22.43941, 13.27752, 16.90228)  0.101
H (21.99625, 11.09722, 14.84631)  0.127
H (20.70935, 11.99676, 15.78987)  0.135
H (21.12825, 8.82000, 17.58708)  0.093
H (20.96072, 8.98073, 15.82496)  0.093
H (19.90896, 9.90810, 16.97800)  0.059
H (24.74937, 12.68420, 16.44155)  0.070
H (24.08211, 11.22908, 16.77472)  0.074
C (20.89157, 16.67381, 20.13051)  -0.062
C (22.28975, 16.10616, 20.09319)  -0.377
C (22.31138, 14.64021, 19.46366)  -0.240
O (21.47675, 13.79967, 20.16758)  -0.200
C (21.34492, 12.47876, 19.51100)  -0.049
N (23.23047, 17.00583, 19.38443)  0.040
H (20.69930, 17.65516, 20.55367)  0.059
H (20.34669, 15.93226, 20.71873)  0.082
H (20.44539, 16.70920, 19.12667)  0.069
H (22.60679, 16.07618, 21.14173)  0.138
H (23.34130, 14.27745, 19.32949)  0.122
H (21.94017, 14.72225, 18.43132)  0.100
H (20.83576, 11.87747, 20.26405)  0.090
H (22.28783, 12.01492, 19.19699)  0.087
H (20.67859, 12.52502, 18.63820)  0.071
H (24.18858, 16.71545, 19.45216)  0.060
H (23.01698, 17.19324, 18.41403)  0.035
C (17.61720, 13.01448, 20.15583)  -0.029
C (17.86739, 13.40418, 18.67452)  -0.400
C (16.50151, 13.72523, 17.99129)  -0.155
O (15.59354, 12.62334, 18.19142)  -0.250
C (14.36011, 12.64074, 17.43368)  -0.067
N (18.72988, 14.56266, 18.53442)  0.055
H (18.53397, 12.99213, 20.76296)  0.079
H (16.95191, 12.16766, 20.21070)  0.053
H (17.06211, 13.87132, 20.55023)  0.064
H (18.27321, 12.50550, 18.21680)  0.112
H (16.57563, 13.92335, 16.90657)  0.120
H (16.17377, 14.60564, 18.54233)  0.110
H (13.86114, 13.57971, 17.65177)  0.077
H (13.80620, 11.77353, 17.77038)  0.089
H (14.50597, 12.58609, 16.34392)  0.070
H (18.25865, 15.38906, 18.93473)  0.051
H (19.57619, 14.47805, 19.10476)  0.040
C (13.82336, 13.17900, 20.86135)  -0.062
C (13.06977, 12.70863, 22.16193)  -0.386
C (14.04277, 11.91678, 23.03279)  -0.200
O (13.39414, 11.57725, 24.25562)  -0.203
C (14.19254, 10.93475, 25.19557)  -0.126
N (12.40593, 13.92730, 22.70329)  0.045
H (14.34986, 12.35788, 20.36482)  0.059
H (14.57535, 13.92508, 21.18291)  0.065
H (13.19378, 13.64313, 20.09502)  0.074
H (12.25485, 12.08404, 21.84028)  0.125
H (14.97427, 12.48542, 23.26550)  0.128
H (14.28947, 11.04429, 22.41212)  0.127
H (14.44007, 9.96213, 24.76118)  0.087
H (13.53484, 10.77114, 26.03484)  0.083
H (15.09520, 11.51494, 25.46385)  0.092
H (13.10644, 14.59899, 23.02615)  0.048
H (11.88525, 13.67396, 23.54502)  0.068
C (22.25525, 11.29354, 11.10171)  -0.073
C (21.22519, 12.23566, 10.61494)  -0.458
C (21.22218, 13.59692, 11.34037)  -0.230
O (20.21868, 14.43229, 10.88589)  -0.177
C (20.22911, 15.76476, 11.29658)  -0.107
N (21.44696, 12.44278, 9.16466)  0.048
H (22.19005, 10.34990, 10.55582)  0.083
H (22.05458, 11.14611, 12.17534)  0.076
H (23.23227, 11.70606, 10.87901)  0.085
H (20.20911, 11.82453, 10.83477)  0.124
H (22.22300, 14.03900, 11.15004)  0.142
H (21.07529, 13.36615, 12.40326)  0.102
H (21.21985, 16.23186, 11.38735)  0.091
H (19.77848, 15.97264, 12.26260)  0.068
H (19.74618, 16.30045, 10.49304)  0.089
H (20.90864, 13.16692, 8.75323)  0.050
H (21.26409, 11.56358, 8.67299)  0.078
C (13.70748, 16.65958, 20.52687)  -0.023
C (14.63327, 17.58933, 21.37752)  -0.386
C (15.68396, 16.95802, 22.25708)  -0.182
O (15.05775, 16.08190, 23.21559)  -0.220
C (15.92746, 15.48523, 24.14004)  -0.114
N (15.44916, 18.51418, 20.57823)  0.057
H (13.14044, 17.30711, 19.83137)  0.067
H (13.05984, 15.99878, 21.12739)  0.060
H (14.33047, 15.98851, 19.90131)  0.067
H (13.96882, 18.14223, 22.03377)  0.129
H (16.20210, 17.72356, 22.81507)  0.116
H (16.38062, 16.36651, 21.66229)  0.124
H (15.30194, 14.79367, 24.69496)  0.081
H (16.30541, 16.29043, 24.78344)  0.088
H (16.77572, 14.98635, 23.64645)  0.089
H (14.79016, 18.96506, 19.93522)  0.047
H (16.05261, 17.96118, 19.95281)  0.069
C (16.83904, 21.10766, 14.26862)  -0.068
C (17.93325, 21.30341, 13.29469)  -0.360
C (19.12191, 22.13912, 13.90010)  -0.199
O (20.16473, 22.16235, 12.97832)  -0.190
C (21.38473, 22.64545, 13.43150)  -0.113
N (18.46302, 19.95341, 12.94116)  0.050
H (16.41138, 22.04487, 14.61722)  0.083
H (17.23017, 20.59626, 15.14381)  0.066
H (16.08472, 20.47332, 13.81980)  0.061
H (17.57015, 21.81971, 12.40727)  0.144
H (19.51647, 21.63518, 14.80826)  0.119
H (18.75625, 23.15017, 14.17792)  0.133
H (21.34410, 23.71575, 13.61038)  0.084
H (22.11381, 22.47634, 12.63057)  0.095
H (21.72422, 22.14244, 14.34248)  0.081
H (19.23242, 19.64985, 13.56641)  0.087
H (18.93279, 19.94120, 12.04392)  0.096
C (15.27453, 17.93923, 12.34193)  -0.087
C (16.36786, 16.99094, 12.81860)  -0.336
O (17.26909, 17.63794, 13.64175)  -0.139
H (14.41069, 17.43189, 11.90913)  0.077
H (15.58821, 18.67048, 11.58123)  0.079
H (14.92556, 18.46705, 13.23142)  0.051
H (16.77278, 16.50593, 11.93942)  0.103
H (15.92476, 16.28834, 13.51461)  0.097
H (17.62526, 18.45450, 13.22414)  0.023
C (13.58708, 16.88828, 15.68930)  -0.067
C (12.07204, 16.83485, 15.44729)  -0.324
O (11.27851, 16.90669, 16.62143)  -0.078
H (13.82262, 17.78394, 16.30292)  0.065
H (14.17013, 16.97331, 14.76567)  0.044
H (13.89128, 15.99785, 16.23855)  0.067
H (11.82117, 15.90040, 14.93104)  0.108
H (11.77218, 17.66351, 14.73809)  0.113
H (11.67065, 17.67351, 17.06830)  0.055
C (19.21793, 19.54561, 22.44587)  -0.077
C (18.49118, 20.03592, 21.19157)  -0.322
O (17.22314, 20.63749, 21.39750)  -0.114
H (18.77442, 18.69364, 22.96643)  0.065
H (19.27709, 20.34118, 23.16761)  0.067
H (20.21053, 19.15801, 22.22143)  0.052
H (18.35863, 19.15572, 20.53467)  0.104
H (19.12741, 20.74426, 20.62476)  0.090
H (16.59876, 19.92640, 21.23342)  0.006
C (20.93793, 17.18294, 16.06765)  -0.066
C (21.25098, 17.71854, 14.65614)  -0.270
O (21.47458, 19.13405, 14.67210)  -0.109
H (20.10833, 17.72253, 16.53823)  0.075
H (21.81372, 17.18596, 16.70716)  0.046
H (20.64989, 16.13538, 16.02570)  0.061
H (20.39480, 17.53859, 14.00712)  0.086
H (22.16792, 17.34025, 14.19317)  0.111
H (22.09549, 19.41217, 15.35997)  0.077
C (13.59708, 21.86853, 21.40621)  -0.068
C (12.21927, 21.23480, 21.52590)  -0.305
O (11.29855, 21.97400, 22.34288)  -0.086
H (14.26040, 21.22828, 20.86408)  0.037
H (13.98094, 21.98474, 22.43509)  0.094
H (13.53519, 22.87828, 20.98333)  0.071
H (12.30963, 20.24488, 21.97388)  0.104
H (11.65154, 21.05644, 20.59397)  0.092
H (11.53002, 22.90322, 22.25989)  0.070
C (21.23912, 20.04195, 18.46026)  -0.071
C (21.76396, 21.03774, 19.50212)  -0.289
O (23.14935, 21.40871, 19.28186)  -0.087
H (21.78704, 19.09583, 18.48205)  0.038
H (21.39022, 20.43180, 17.43831)  0.067
H (20.19480, 19.85602, 18.69890)  0.060
H (21.59095, 20.85871, 20.54718)  0.094
H (21.21063, 21.96999, 19.39215)  0.092
H (23.72726, 20.69948, 19.58109)  0.074
C (17.20022, 9.78218, 16.59237)  -0.091
C (17.25661, 9.07005, 17.93067)  -0.326
O (16.92559, 9.87039, 19.03271)  -0.079
H (17.91356, 10.59298, 16.52304)  0.047
H (16.23496, 10.27876, 16.44127)  0.067
H (17.49878, 9.12922, 15.77767)  0.079
H (18.23071, 8.59130, 18.08193)  0.105
H (16.49996, 8.27232, 17.88537)  0.109
H (16.21992, 10.49004, 18.75949)  0.067
C (17.37364, 17.20691, 17.11147)  -0.725
O (17.49579, 17.04824, 18.33602)  -0.042
N (16.73110, 18.32194, 16.67339)  0.199
N (17.76907, 16.31373, 16.29885)  0.198
H (16.56132, 18.44098, 15.69013)  0.061
H (16.70269, 19.12120, 17.28759)  0.060
H (18.34515, 15.63345, 16.79139)  0.077
H (17.85089, 16.56148, 15.31146)  0.094
C (12.80203, 20.42987, 17.60780)  -0.748
O (13.36753, 19.60233, 18.33095)  -0.049
N (13.57536, 21.05849, 16.76240)  0.207
N (11.52108, 20.43331, 17.78921)  0.192
H (13.24988, 21.86430, 16.24419)  0.069
H (14.53002, 20.75153, 16.89740)  0.084
H (11.36986, 19.96472, 18.69585)  0.126
H (10.75600, 20.82155, 17.28337)  0.103

LUMO level: 0.3201 eV
total charge: 0
electronic energy: -120426.126 eV
HOMO-LUMO gap: 0.33318 Eh

[2]
The following is a quantum chemistry calculation of an isolated ion of composition C5H6N and charge +1, from the Open Molecules 2025 dataset.

Last column: Löwdin charge in e.
CARTESIAN COORDINATES (ANGSTROEM)
C (-2.11606, -0.02823, 0.13701)  0.058
C (-1.12090, -0.80699, -0.52736)  0.155
C (1.30851, -0.57141, 0.71473)  0.056
C (-1.09642, 0.89027, 0.18887)  -0.041
C (0.03943, -0.05569, 0.14798)  -0.292
N (1.34842, -0.04751, -0.69964)  0.188
H (-3.10773, 0.08913, 0.15450)  0.085
H (1.76871, 0.04365, 1.43686)  0.126
H (1.45497, -1.62235, 0.93756)  0.146
H (-1.17740, 1.97204, -0.19613)  0.166
H (1.66469, 0.88849, -0.91410)  0.179
H (1.03377, -0.75140, -1.38027)  0.175

LUMO level (spin up / spin down): -3.8931 / -6.2651 eV
total charge: +1
electronic energy: -6756.739 eV
HOMO-LUMO gap (spin up / spin down): 0.26723 / 0.33808 Eh
2S+1: 3

[3]
The following is a quantum chemistry calculation of C35H30N3NiO2PS as an isolated structure, from the Open Molecules 2025 dataset.

Last column: Löwdin charge in e.
CARTESIAN COORDINATES (ANGSTROEM)
Ni (-0.32557, -0.84075, -0.07764)  0.240
O (5.56504, -2.99348, 2.65760)  0.097
C (4.69610, -3.96771, 2.99998)  -0.490
O (5.06073, -4.96477, 3.55610)  0.125
C (3.28673, -3.70632, 2.57814)  -0.158
C (2.57492, -4.71891, 1.95472)  0.004
C (1.36019, -4.43577, 1.35476)  0.002
C (0.83416, -3.15083, 1.43391)  -0.242
C (1.49780, -2.16732, 2.15240)  -0.027
C (2.73207, -2.43980, 2.70502)  -0.022
N (-0.26933, -2.74099, 0.63826)  0.049
C (-1.15482, -3.55595, 0.24881)  -0.037
C (-2.10277, -3.14104, -0.79546)  -0.232
C (-3.11266, -3.98097, -1.23762)  -0.006
C (-3.90815, -3.56041, -2.29239)  -0.048
C (-3.65668, -2.32825, -2.86808)  -0.036
C (-2.62941, -1.54902, -2.35202)  -0.105
N (-1.87416, -1.93893, -1.33250)  0.096
H (5.15578, -2.41142, 1.99287)  0.042
H (3.02348, -5.69934, 1.86591)  0.128
H (0.88116, -5.19333, 0.74794)  0.111
H (1.07886, -1.17206, 2.19652)  0.087
H (3.28217, -1.65064, 3.20201)  0.130
H (-1.21162, -4.58032, 0.61484)  0.136
H (-3.26395, -4.94537, -0.77023)  0.118
H (-4.70348, -4.19251, -2.66463)  0.113
H (-4.23658, -1.96799, -3.70638)  0.111
H (-2.40347, -0.57534, -2.77198)  0.117
C (-3.45588, 1.25589, -0.70319)  -0.059
C (-2.78464, 2.20418, -1.65656)  -0.268
C (-3.58348, 2.98464, -2.48908)  -0.050
C (-3.04612, 3.96687, -3.30321)  -0.078
C (-1.68025, 4.19826, -3.27867)  -0.077
C (-0.86672, 3.41885, -2.47279)  -0.092
C (-1.39145, 2.39506, -1.68140)  -0.269
P (-0.32247, 1.39969, -0.56206)  1.133
C (1.39015, 1.82272, -1.01335)  -0.316
C (1.69187, 1.75961, -2.37587)  -0.129
C (2.99074, 1.87076, -2.83685)  -0.074
C (4.02133, 2.03009, -1.92512)  -0.071
C (3.73823, 2.03632, -0.57126)  -0.052
C (2.43890, 1.90992, -0.08372)  -0.256
C (2.26162, 1.75684, 1.40422)  -0.028
C (-0.77426, 2.08436, 1.04436)  -0.343
C (-0.70550, 3.43705, 1.36877)  -0.082
C (-0.97575, 3.84284, 2.66256)  -0.085
C (-1.31957, 2.88783, 3.61765)  -0.074
C (-1.43481, 1.55091, 3.27341)  -0.036
C (-1.18984, 1.12346, 1.96495)  -0.309
C (-1.39321, -0.29689, 1.51387)  -0.181
H (-4.45214, 0.98863, -1.05725)  0.086
H (-3.55932, 1.72207, 0.28043)  0.098
H (-2.88290, 0.34645, -0.55603)  0.015
H (-4.65567, 2.82466, -2.47618)  0.111
H (-3.69293, 4.55910, -3.93758)  0.104
H (-1.24268, 4.98169, -3.88341)  0.105
H (0.19565, 3.61939, -2.45787)  0.094
H (0.89899, 1.59529, -3.09550)  0.105
H (3.19473, 1.81145, -3.89794)  0.105
H (5.04704, 2.10604, -2.26173)  0.107
H (4.55248, 2.09334, 0.14084)  0.112
H (3.23713, 1.65037, 1.87779)  0.083
H (1.68339, 0.85785, 1.62853)  0.058
H (1.74506, 2.59707, 1.86655)  0.077
H (-0.40892, 4.15912, 0.61528)  0.116
H (-0.90429, 4.88763, 2.93544)  0.102
H (-1.51342, 3.19595, 4.63779)  0.103
H (-1.73349, 0.82411, 4.02043)  0.112
H (-2.45352, -0.42621, 1.26750)  0.055
H (-1.21009, -0.98068, 2.34816)  0.053
S (4.19922, -1.91294, -0.48978)  0.550
C (2.64409, -1.44876, -0.66893)  -0.891
N (1.52614, -1.12132, -0.76401)  0.036

LUMO level (spin up / spin down): -1.1161 / -1.0812 eV
total charge: 0
electronic energy: -106515.503 eV
HOMO-LUMO gap (spin up / spin down): 0.24096 / 0.23639 Eh